Density functional theory data (the ωB97M-V functional and the def2-TZVPD basis) for a molecular structure, C31H52AuGe2NO5.

Results
Net charge: +1
Total energy, Ha: -5932.641565
Energy relative to the best compared isomer or geometry (same formula, charge and spin), kJ/mol: 1.90
2S+1: 4

Each line ends with the Mulliken spin population.
Geometry (Å):
Au1 -1.35 0.61 -0.10  0.510
Ge1 -1.52 -0.01 -4.88  0.012
Ge2 -3.14 0.15 2.30  -0.002
O1 -2.87 -1.30 1.24  0.003
O2 -1.21 0.61 2.09  0.202
O3 0.33 0.34 -2.81  0.018
O4 0.50 -0.09 -0.56  0.214
O5 -3.17 1.22 0.59  0.097
N1 2.87 -0.64 0.42  0.380
C1 6.28 1.07 3.60  0.000
C2 5.23 -0.79 -2.37  0.187
C3 3.35 -0.59 -0.84  0.299
C4 3.00 -0.23 -3.21  0.195
C5 -0.95 -2.69 1.68  -0.003
C6 -3.04 -2.95 3.02  0.000
C7 -2.47 -2.62 1.65  0.001
C8 -0.92 -0.35 -3.01  0.021
C9 -4.29 1.45 -0.30  -0.005
C10 -3.03 -3.57 0.60  -0.001
C11 5.02 -1.07 3.96  0.029
C12 3.63 -0.76 1.61  -0.058
C13 0.00 -0.41 -6.04  0.002
C14 4.77 1.47 1.15  0.017
C15 -4.65 0.17 -1.04  0.019
C16 -0.50 1.67 2.76  -0.038
C17 -2.06 1.85 -4.99  0.001
C18 4.37 -0.48 -3.41  0.139
C19 4.71 -0.85 -1.09  0.115
C20 -5.45 1.91 0.57  0.007
C21 -3.87 2.54 -1.27  0.015
C22 2.43 -0.28 -1.93  0.045
C23 -1.01 3.03 2.28  -0.004
C24 0.98 1.50 2.44  0.019
C25 -3.02 -1.22 -5.17  0.000
C26 4.56 0.22 1.97  0.037
C27 -0.75 1.50 4.26  0.034
C28 5.27 0.05 3.16  -0.011
C29 1.06 -0.02 -1.74  0.488
C30 4.07 -2.01 3.60  -0.009
C31 3.37 -1.86 2.42  0.049
H1 -0.32 -0.37 -7.08  0.001
H2 2.63 -2.59 2.11  -0.005
H3 3.88 -2.87 4.24  0.000
H4 -3.83 -0.16 -1.68  -0.007
H5 -0.47 0.49 4.57  0.000
H6 0.40 -1.40 -5.83  0.000
H7 -5.15 2.78 1.16  0.002
H8 0.78 0.33 -5.89  0.001
H9 -2.65 -3.30 -0.39  0.001
H10 3.97 1.63 0.42  0.000
H11 5.71 1.44 0.61  -0.004
H12 -3.41 -1.10 -6.19  0.000
H13 5.57 -1.19 4.88  0.001
H14 -0.81 3.16 1.21  0.004
H15 -2.62 -2.30 3.79  0.001
H16 -5.77 1.12 1.25  0.000
H17 1.15 1.61 1.37  -0.011
H18 -4.68 2.76 -1.97  -0.001
H19 6.28 -0.99 -2.55  0.022
H20 -2.81 -3.98 3.30  0.000
H21 1.32 0.51 2.76  -0.001
H22 -3.00 2.23 -1.86  -0.007
H23 6.81 0.73 4.48  0.000
H24 -0.55 -2.43 0.69  -0.005
H25 -3.83 -1.00 -4.48  0.000
H26 -2.73 -4.60 0.81  0.000
H27 -2.72 -2.26 -5.04  0.000
H28 -6.30 2.18 -0.05  0.000
H29 -5.52 0.34 -1.68  -0.001
H30 4.75 -0.44 -4.43  -0.002
H31 -4.87 -0.64 -0.35  -0.001
H32 -0.61 -3.69 1.94  0.000
H33 4.80 2.34 1.80  -0.001
H34 -4.11 -3.52 0.58  0.000
H35 -0.54 -1.98 2.40  0.000
H36 2.37 0.01 -4.05  0.091
H37 1.85 -0.56 0.49  -0.116
H38 -0.14 2.21 4.82  0.000
H39 -1.70 0.02 -2.32  0.033
H40 -0.51 3.83 2.82  0.001
H41 7.02 1.26 2.81  -0.001
H42 1.57 2.26 2.96  0.000
H43 -0.79 -1.42 -2.81  -0.021
H44 -1.28 2.51 -4.59  0.000
H45 -2.24 2.13 -6.03  0.000
H46 -4.13 -2.84 3.02  0.000
H47 -3.61 3.45 -0.73  0.000
H48 5.34 -1.13 -0.25  0.001
H49 -1.80 1.67 4.51  0.000
H50 -2.08 3.12 2.43  0.000
H51 5.81 2.02 3.84  -0.001
H52 -2.98 2.02 -4.44  0.001


Density functional theory data (the ωB97M-V functional and the def2-TZVPD basis) for 10 unconnected molecules or ions with the total composition C19H48FN10O23P at a distorted geometry.

Results
Total energy, Ha: -3470.876394

Each line ends with the Löwdin charge.
Geometry (Å):
P1 -4.06 -3.84 1.37  0.752
F1 -5.18 -5.73 -1.38  -0.032
O1 -2.57 -4.18 2.22  -0.218
O2 -5.08 -5.27 1.64  -0.197
O3 5.83 1.74 -4.05  0.036
O4 -1.91 6.46 0.00  0.027
O5 -5.77 -4.63 -1.82  0.040
O6 7.92 -1.95 -0.67  0.067
O7 -5.42 5.17 5.65  0.056
O8 3.97 -1.96 -6.85  0.055
O9 -2.65 -2.18 4.25  0.007
O10 1.63 0.48 -1.80  0.038
O11 -2.80 4.74 -1.04  0.056
O12 7.51 -0.52 -2.30  0.029
O13 -0.62 -2.46 5.05  0.085
O14 -1.77 -0.05 2.28  0.043
O15 -1.83 1.99 3.10  0.036
O16 -4.65 4.90 3.61  0.035
O17 -3.97 10.61 0.76  0.051
O18 3.06 0.05 -6.97  0.041
O19 -6.17 -2.56 -0.68  0.043
O20 2.28 -1.15 -3.14  0.033
O21 -4.48 8.47 0.63  0.034
O22 4.96 1.33 -2.07  0.025
O23 -4.76 -2.58 2.02  -0.340
N1 -2.40 5.33 -0.03  -0.413
N2 -3.99 9.52 0.18  -0.420
N3 -5.21 5.55 4.50  -0.414
N4 -1.85 -2.40 5.16  -0.384
N5 4.01 -0.72 -6.78  -0.415
N6 7.24 -1.51 -1.60  -0.411
N7 -2.31 0.87 2.91  -0.405
N8 2.23 0.04 -2.79  -0.377
N9 -3.88 -3.64 -0.39  -0.130
N10 5.73 1.92 -2.83  -0.389
C1 1.40 -1.62 1.02  -0.203
C2 0.58 -1.58 -0.44  -0.183
C3 -0.47 -2.86 -0.37  -0.197
C4 5.98 -2.23 -1.93  0.044
C5 -5.30 -3.55 -0.93  -0.274
C6 -1.67 -2.79 -1.49  -0.166
C7 -2.42 -2.59 6.52  0.055
C8 2.95 1.02 -3.64  0.021
C9 5.33 -0.12 -6.44  0.029
C10 -2.52 4.61 1.27  0.033
C11 2.50 -4.15 1.12  -0.211
C12 2.42 -6.27 -0.65  -0.156
C13 -3.13 -2.39 -0.77  -0.194
C14 -3.66 0.61 3.48  0.041
C15 2.75 -2.54 0.98  -0.218
C16 6.63 2.95 -2.24  0.058
C17 -5.67 6.93 4.15  0.048
C18 3.29 -4.98 -0.08  -0.256
C19 -3.38 9.46 -1.17  0.040
H1 0.14 -3.84 -0.55  0.101
H2 -3.00 10.45 -1.43  0.096
H3 -5.42 7.13 3.11  0.086
H4 -3.08 -3.46 6.48  0.108
H5 -2.96 -1.68 6.79  0.104
H6 1.37 -4.47 1.18  0.096
H7 -2.86 -1.67 0.12  0.122
H8 -4.44 -6.00 1.96  0.099
H9 -2.39 -3.35 2.79  0.048
H10 -3.96 -0.41 3.23  0.063
H11 5.62 -0.50 -5.46  0.089
H12 -1.44 -2.15 -2.44  0.116
H13 0.68 -2.00 1.89  0.108
H14 3.33 -2.28 -0.02  0.090
H15 -0.98 -2.79 0.69  0.086
H16 2.97 -4.47 2.17  0.114
H17 -1.60 -2.77 7.23  0.100
H18 -1.83 -3.91 -1.87  0.115
H19 1.43 -6.46 -0.01  0.072
H20 -2.97 3.63 1.09  0.092
H21 3.54 -4.30 -1.02  0.093
H22 4.34 -5.37 0.31  0.104
H23 -4.35 1.33 3.03  0.103
H24 -5.15 7.62 4.81  0.105
H25 5.22 0.97 -6.42  0.088
H26 4.00 0.74 -3.65  0.051
H27 6.43 3.00 -1.16  0.103
H28 3.06 -7.27 -0.62  0.075
H29 1.72 -0.52 1.36  0.115
H30 6.06 -2.59 -2.96  0.106
H31 3.47 -2.18 1.86  0.113
H32 5.16 -1.52 -1.81  0.084
H33 -1.51 4.51 1.68  0.104
H34 -0.04 -0.56 -0.48  0.114
H35 -2.57 8.73 -1.13  0.085
H36 -3.15 5.21 1.92  0.073
H37 -6.75 6.96 4.30  0.104
H38 -4.16 9.15 -1.87  0.104
H39 -3.59 0.74 4.56  0.101
H40 7.66 2.64 -2.43  0.107
H41 2.82 2.02 -3.22  0.105
H42 2.07 -6.05 -1.77  0.077
H43 2.52 0.97 -4.64  0.096
H44 5.87 -3.07 -1.24  0.089
H45 6.04 -0.42 -7.22  0.104
H46 -3.68 -1.72 -1.59  0.150
H47 6.40 3.90 -2.72  0.105
H48 1.31 -1.63 -1.37  0.077


Density functional theory data (the ωB97M-V functional and the def2-TZVPD basis) for a single C4H9NO2 molecule at a distorted geometry.

Results
Total energy, Ha: -363.046069
Energy relative to the best compared isomer or geometry (same formula, charge and spin), kJ/mol: 103.62

Each line ends with the Löwdin charge.
Geometry (Å):
O1 -2.96 -1.02 -0.33  0.023
O2 1.65 0.86 1.01  -0.036
N1 -1.44 0.31 0.77  0.027
C1 -2.70 -0.19 0.51  -0.359
C2 -0.29 -0.44 0.29  -0.149
C3 1.71 -0.04 -1.26  -0.052
C4 0.86 0.47 -0.10  -0.439
H1 -0.63 -1.03 -0.56  0.118
H2 2.21 -0.98 -0.98  0.087
H3 0.40 1.40 -0.48  0.140
H4 0.05 -1.12 1.07  0.134
H5 2.41 0.72 -1.57  0.079
H6 -1.36 0.61 1.73  0.132
H7 -3.50 0.28 1.09  0.127
H8 1.08 -0.30 -2.12  0.084
H9 2.52 0.48 0.93  0.082


Density functional theory data (the ωB97M-V functional and the def2-TZVPD basis) for a molecular structure, C47H41BrGaNO7P2.

Results
Total energy, Ha: -7578.710194
Energy relative to the best compared isomer or geometry (same formula, charge and spin), kJ/mol: 0.00

Each line ends with the Löwdin charge.
Geometry (Å):
Br1 -0.24 0.35 -5.31  0.856
Ga1 -0.84 -1.93 -0.68  0.360
P1 0.90 1.60 -0.97  1.123
P2 -0.25 -0.71 1.61  1.148
O1 -1.22 -3.26 0.61  -0.053
O2 -1.54 -3.12 -2.04  0.015
O3 1.10 -2.55 -0.94  -0.123
O4 -2.14 -0.60 -1.22  -0.031
O5 -1.68 -5.14 -2.98  0.098
O6 -1.24 -5.41 1.16  0.110
O7 -0.45 -0.77 -2.59  -0.045
N1 -0.02 2.02 1.57  -0.194
C1 1.32 3.82 -4.43  -0.091
C2 2.60 -2.72 3.77  -0.081
C3 2.72 1.51 -0.81  -0.390
C4 -2.00 0.63 -4.69  -0.584
C5 -1.70 0.00 3.88  -0.089
C6 0.63 2.70 -2.40  -0.364
C7 0.49 -4.70 -0.31  -0.072
C8 0.53 -3.91 4.05  -0.053
C9 -0.99 3.83 -3.80  -0.089
C10 2.72 -3.73 -2.08  -0.077
C11 -1.61 -0.40 -2.40  -0.562
C12 1.52 -3.61 -0.01  -0.206
C13 -2.42 4.17 3.38  -0.080
C14 3.29 0.24 -0.85  -0.099
C15 1.89 -3.79 4.30  -0.076
C16 2.90 -3.96 -0.56  -0.072
C17 -0.54 3.78 4.82  -0.084
C18 -3.00 -0.22 1.86  -0.065
C19 -2.86 1.26 -5.59  -0.136
C20 0.35 -4.56 -1.87  -0.074
C21 -0.13 -2.97 3.28  -0.085
C22 -4.17 1.51 -5.24  -0.071
C23 1.94 -1.77 2.99  -0.107
C24 -4.64 1.14 -3.99  -0.065
C25 0.01 4.20 -4.68  -0.092
C26 -1.77 -0.29 2.52  -0.340
C27 4.66 0.06 -0.70  -0.079
C28 -4.14 0.16 2.56  -0.068
C29 1.63 3.07 -3.30  -0.096
C30 3.56 2.61 -0.63  -0.100
C31 -0.68 3.08 -2.67  -0.121
C32 0.74 0.84 1.93  -0.317
C33 1.25 -3.35 -2.17  -0.195
C34 -1.78 4.36 4.60  -0.096
C35 -0.77 -4.49 0.53  -0.539
C36 5.48 1.17 -0.51  -0.083
C37 -1.09 -4.30 -2.35  -0.549
C38 -0.58 2.81 2.61  -0.259
C39 -3.78 0.53 -3.10  -0.004
C40 0.06 3.02 3.83  -0.032
C41 -2.84 0.39 4.57  -0.070
C42 0.57 -1.89 2.73  -0.372
C43 -2.45 0.27 -3.43  -0.151
C44 -4.06 0.47 3.91  -0.076
C45 4.92 2.44 -0.48  -0.077
C46 -1.82 3.40 2.40  -0.024
C47 0.41 2.75 0.39  -0.289
H1 2.64 -0.62 -0.99  0.084
H2 6.54 1.04 -0.39  0.103
H3 2.93 -4.62 -2.68  0.124
H4 -0.03 3.93 5.76  0.102
H5 3.66 -3.29 -0.14  0.110
H6 -4.83 1.99 -5.95  0.108
H7 -2.25 4.95 5.38  0.099
H8 0.96 0.83 3.00  0.077
H9 0.87 -5.69 -0.04  0.160
H10 -1.18 -3.08 3.07  0.117
H11 2.11 4.09 -5.12  0.105
H12 -0.43 3.32 0.00  0.077
H13 -4.12 0.22 -2.12  0.121
H14 5.56 3.30 -0.34  0.105
H15 3.17 -4.98 -0.30  0.125
H16 0.71 -5.46 -2.37  0.158
H17 -1.48 2.77 -2.01  0.106
H18 2.40 -4.53 4.90  0.104
H19 -2.77 0.62 5.62  0.107
H20 3.35 -2.92 -2.44  0.115
H21 -3.06 -0.44 0.80  0.085
H22 3.14 3.61 -0.61  0.108
H23 -2.02 4.10 -3.99  0.108
H24 5.09 -0.93 -0.72  0.098
H25 2.66 2.76 -3.13  0.098
H26 -4.95 0.77 4.45  0.104
H27 -2.33 3.21 1.46  0.117
H28 3.66 -2.62 3.96  0.104
H29 -0.76 -0.08 4.41  0.113
H30 -0.22 4.77 -5.57  0.104
H31 -2.48 1.54 -6.57  0.097
H32 -5.08 0.22 2.04  0.106
H33 -3.39 4.61 3.20  0.104
H34 1.70 0.80 1.41  0.066
H35 1.50 -3.22 1.00  0.128
H36 0.94 -2.74 -3.01  0.162
H37 1.21 3.47 0.63  0.097
H38 -5.67 1.32 -3.71  0.106
H39 -0.03 -4.75 4.45  0.114
H40 1.04 2.60 4.01  0.110
H41 2.52 -0.96 2.56  0.099


What is the total energy in the second record? -3470.876394 Ha


What is the formula in the fourth record? C47H41BrGaNO7P2